Entry from the Open Molecules 2025 dataset: 13 unconnected molecules or ions with the total composition C60H159N13O17 at a distorted geometry (wB97M-V/def2-TZVPD).

Each atom is followed by the atoms it is bonded to, with distances in Å.
Atoms and positions in Å:
1 C -3.425 -1.506 -1.452  C2 1.513, H7 1.074, H8 1.092, H9 1.075
2 C -3.508 -2.234 -0.128  C1 1.513, C3 1.579, N6 1.483, H10 1.088
3 C -2.630 -3.540 -0.256  C2 1.579, O4 1.414, H11 1.098, H12 1.112
4 O -3.105 -4.281 -1.363  C3 1.414, C5 1.377
5 C -2.685 -5.589 -1.276  O4 1.377, H13 1.106, H14 1.094, H15 1.109
6 N -2.923 -1.297 0.861  C2 1.483, H16 1.004, H17 1.001
7 H -3.985 -2.035 -2.200  C1 1.074
8 H -2.376 -1.336 -1.702  C1 1.092
9 H -3.870 -0.530 -1.375  C1 1.075
10 H -4.522 -2.481 0.177  C2 1.088
11 H -2.621 -4.137 0.665  C3 1.098
12 H -1.585 -3.205 -0.436  C3 1.112
13 H -1.593 -5.693 -1.416  C5 1.106
14 H -3.109 -6.305 -1.985  C5 1.094
15 H -2.963 -6.009 -0.288  C5 1.109
16 H -2.922 -1.711 1.776  N6 1.004
17 H -1.964 -1.114 0.639  N6 1.001
18 C -2.895 0.229 4.139  C19 1.536, H24 1.088, H25 1.076, H26 1.062
19 C -4.122 -0.535 4.661  C18 1.536, C20 1.527, N23 1.509, H27 1.097
20 C -4.047 -0.996 6.115  C19 1.527, O21 1.388, H28 1.100, H29 1.112
21 O -2.812 -1.577 6.368  C20 1.388, C22 1.409
22 C -2.715 -2.109 7.669  O21 1.409, H30 1.103, H31 1.096, H32 1.091
23 N -5.378 0.289 4.525  C19 1.509, H33 1.024, H34 1.015
24 H -2.098 -0.510 4.084  C18 1.088
25 H -2.582 1.006 4.814  C18 1.076
26 H -3.165 0.526 3.156  C18 1.062
27 H -4.268 -1.426 4.037  C19 1.097
28 H -4.884 -1.679 6.323  C20 1.100
29 H -4.200 -0.146 6.815  C20 1.112
30 H -1.730 -2.528 7.935  C22 1.103
31 H -3.503 -2.852 7.843  C22 1.096
32 H -2.939 -1.350 8.421  C22 1.091
33 H -5.501 0.602 3.558  N23 1.024
34 H -6.163 -0.279 4.830  N23 1.015
35 C 4.375 2.492 4.692  C36 1.563, H41 1.074, H42 1.111, H43 1.102
36 C 5.819 2.510 4.096  C35 1.563, C37 1.513, N40 1.447, H44 1.145
37 C 6.139 3.877 3.530  C36 1.513, O38 1.417, H45 1.111, H46 1.096
38 O 5.322 4.077 2.390  C37 1.417, C39 1.416
39 C 5.576 5.343 1.810  O38 1.416, H47 1.092, H48 1.071, H49 1.108
40 N 6.766 2.328 5.175  C36 1.447, H50 0.996, H51 1.005
41 H 3.700 2.731 3.891  C35 1.074
42 H 4.272 3.332 5.411  C35 1.111
43 H 4.168 1.470 5.049  C35 1.102
44 H 5.868 1.736 3.255  C36 1.145
45 H 7.180 3.840 3.145  C37 1.111
46 H 6.017 4.640 4.308  C37 1.096
47 H 5.404 6.183 2.487  C39 1.092
48 H 4.981 5.379 0.920  C39 1.071
49 H 6.670 5.369 1.635  C39 1.108
50 H 6.535 1.586 5.799  N40 0.996
51 H 7.728 2.224 4.903  N40 1.005
52 C -4.319 5.512 6.428  C53 1.541, H58 1.075, H59 1.062, H60 1.094
53 C -4.732 4.205 5.724  C52 1.541, C54 1.536, N57 1.452, H61 1.128
54 C -3.873 3.875 4.493  C53 1.536, O55 1.436, H62 1.115, H63 1.081
55 O -2.509 3.707 4.911  C54 1.436, C56 1.429
56 C -1.581 3.534 3.838  O55 1.429, H64 1.102, H65 1.093, H66 1.109
57 N -4.885 3.095 6.648  C53 1.452, H67 1.010, H68 1.027
58 H -5.043 5.615 7.216  C52 1.075
59 H -4.429 6.288 5.711  C52 1.062
60 H -3.325 5.404 6.873  C52 1.094
61 H -5.752 4.367 5.270  C53 1.128
62 H -3.972 4.712 3.764  C54 1.115
63 H -4.267 2.989 4.016  C54 1.081
64 H -1.517 4.492 3.296  C56 1.102
65 H -1.968 2.777 3.152  C56 1.093
66 H -0.641 3.255 4.357  C56 1.109
67 H -4.876 2.230 6.125  N57 1.010
68 H -4.057 3.054 7.254  N57 1.027
69 C 1.141 2.661 1.946  C70 1.596, H75 1.097, H76 1.063, H77 1.103
70 C 0.391 1.801 0.831  C69 1.596, C71 1.507, N74 1.468, H78 1.099
71 C 0.326 0.386 1.346  C70 1.507, O72 1.415, H79 1.108, H80 1.112
72 O -0.243 -0.482 0.385  C71 1.415, C73 1.411
73 C 0.370 -0.624 -0.878  O72 1.411, H81 1.088, H82 1.090, H83 1.109
74 N -0.970 2.310 0.616  C70 1.468, H84 1.019, H85 0.989
75 H 2.173 2.374 2.184  C69 1.097
76 H 0.630 2.664 2.878  C69 1.063
77 H 1.169 3.708 1.602  C69 1.103
78 H 0.945 1.879 -0.115  C70 1.099
79 H -0.327 0.340 2.241  C71 1.108
80 H 1.311 -0.022 1.664  C71 1.112
81 H 0.161 -1.587 -1.341  C73 1.088
82 H 1.441 -0.516 -0.708  C73 1.090
83 H -0.038 0.193 -1.507  C73 1.109
84 H -0.918 3.229 0.179  N74 1.019
85 H -1.465 1.660 0.058  N74 0.989
86 C -4.455 2.486 -0.635  C87 1.566, H92 1.066, H93 1.096, H94 1.083
87 C -4.785 2.301 0.884  C86 1.566, C88 1.557, N91 1.443, H95 1.108
88 C -5.965 3.239 1.276  C87 1.557, O89 1.409, H96 1.086, H97 1.082
89 O -5.483 4.559 1.390  C88 1.409, C90 1.454
90 C -6.330 5.576 1.993  O89 1.454, H98 1.099, H99 1.107, H100 1.072
91 N -5.026 0.910 1.180  C87 1.443, H101 0.986, H102 1.022
92 H -3.538 2.038 -0.942  C86 1.066
93 H -4.442 3.561 -0.850  C86 1.096
94 H -5.230 2.064 -1.262  C86 1.083
95 H -3.909 2.609 1.487  C87 1.108
96 H -6.247 2.821 2.237  C88 1.086
97 H -6.739 3.140 0.525  C88 1.082
98 H -6.638 5.271 3.003  C90 1.099
99 H -7.268 5.793 1.445  C90 1.107
100 H -5.700 6.438 2.083  C90 1.072
101 H -5.584 0.466 0.499  N91 0.986
102 H -4.180 0.338 1.218  N91 1.022
103 C 4.446 -0.350 1.536  C104 1.544, H109 1.130, H110 1.074, H111 1.077
104 C 5.709 -1.204 1.780  C103 1.544, C105 1.490, N108 1.516, H112 1.080
105 C 5.531 -2.637 1.410  C104 1.490, O106 1.429, H113 1.092, H114 1.081
106 O 4.687 -3.302 2.351  C105 1.429, C107 1.433
107 C 4.364 -4.653 1.995  O106 1.433, H115 1.082, H116 1.113, H117 1.111
108 N 6.903 -0.738 0.970  C104 1.516, H118 1.015, H119 1.016
109 H 4.583 0.659 2.026  C103 1.130
110 H 3.609 -0.809 2.028  C103 1.074
111 H 4.299 -0.344 0.469  C103 1.077
112 H 5.941 -1.138 2.832  C104 1.080
113 H 6.489 -3.156 1.466  C105 1.092
114 H 5.076 -2.746 0.435  C105 1.081
115 H 3.853 -4.731 1.045  C107 1.082
116 H 3.718 -5.039 2.815  C107 1.113
117 H 5.284 -5.268 1.900  C107 1.111
118 H 7.777 -1.220 1.151  N108 1.015
119 H 7.097 0.228 1.215  N108 1.016
120 C 4.380 2.543 -1.895  C121 1.497, H126 1.120, H127 1.092, H128 1.106
121 C 4.944 1.581 -2.894  C120 1.497, C122 1.523, N125 1.422, H129 1.122
122 C 6.322 2.083 -3.305  C121 1.523, O123 1.404, H130 1.111, H131 1.100
123 O 6.884 1.369 -4.375  C122 1.404, C124 1.422
124 C 6.214 1.348 -5.629  O123 1.422, H132 1.090, H133 1.100, H134 1.076
125 N 4.855 0.232 -2.454  C121 1.422, H135 1.010, H136 1.006
126 H 3.367 2.178 -1.587  C120 1.120
127 H 4.314 3.530 -2.360  C120 1.092
128 H 4.975 2.619 -0.965  C120 1.106
129 H 4.292 1.695 -3.800  C121 1.122
130 H 7.016 1.894 -2.458  C122 1.111
131 H 6.279 3.162 -3.516  C122 1.100
132 H 5.680 0.420 -5.834  C124 1.090
133 H 6.968 1.524 -6.410  C124 1.100
134 H 5.514 2.164 -5.668  C124 1.076
135 H 5.380 0.188 -1.592  N125 1.010
136 H 5.364 -0.309 -3.131  N125 1.006
137 C 1.196 -4.628 -1.940  C138 1.537, H143 1.106, H144 1.096, H145 1.098
138 C 2.285 -3.590 -2.255  C137 1.537, C139 1.507, N142 1.488, H146 1.115
139 C 3.549 -4.237 -2.756  C138 1.507, O140 1.445, H147 1.077, H148 1.112
140 O 4.090 -4.882 -1.581  C139 1.445, C141 1.429
141 C 4.393 -6.255 -1.835  O140 1.429, H149 1.112, H150 1.104, H151 1.086
142 N 1.730 -2.673 -3.287  C138 1.488, H152 1.028, H153 1.039
143 H 0.845 -5.033 -2.908  C137 1.106
144 H 0.352 -4.171 -1.412  C137 1.096
145 H 1.590 -5.461 -1.342  C137 1.098
146 H 2.582 -3.020 -1.343  C138 1.115
147 H 4.249 -3.472 -3.047  C139 1.077
148 H 3.384 -4.997 -3.552  C139 1.112
149 H 5.363 -6.404 -2.357  C141 1.112
150 H 3.583 -6.741 -2.406  C141 1.104
151 H 4.545 -6.779 -0.897  C141 1.086
152 H 1.366 -3.118 -4.139  N142 1.028
153 H 2.514 -2.063 -3.588  N142 1.039
154 C 1.308 -3.826 1.711  O155 1.402, H163 1.100, H164 1.096, H165 1.074
155 O 0.110 -4.232 2.315  C154 1.402, C156 1.426
156 C -0.474 -3.289 3.212  O155 1.426, C157 1.589, H166 1.094, H167 1.098
157 C -1.823 -3.824 3.859  C156 1.589, N158 1.447, H168 1.097, H169 1.094
158 N -1.723 -5.178 4.361  C157 1.447, C159 1.423, H170 1.004
159 C -1.794 -6.201 3.375  N158 1.423, C160 1.533, H171 1.093, H172 1.106
160 C -1.834 -7.612 3.972  C159 1.533, O161 1.445, H173 1.089, H174 1.123
161 O -2.811 -7.786 5.022  C160 1.445, C162 1.411
162 C -4.114 -8.014 4.529  O161 1.411, H175 1.096, H176 1.084, H177 1.092
163 H 2.052 -3.462 2.436  C154 1.100
164 H 1.191 -2.984 1.019  C154 1.096
165 H 1.661 -4.626 1.088  C154 1.074
166 H -0.655 -2.349 2.684  C156 1.094
167 H 0.252 -3.076 4.007  C156 1.098
168 H -2.631 -3.732 3.123  C157 1.097
169 H -2.055 -3.170 4.705  C157 1.094
170 H -2.372 -5.338 5.110  N158 1.004
171 H -0.924 -6.175 2.713  C159 1.093
172 H -2.732 -6.035 2.812  C159 1.106
173 H -0.868 -7.887 4.392  C160 1.089
174 H -2.078 -8.401 3.211  C160 1.123
175 H -4.088 -8.902 3.888  C162 1.096
176 H -4.491 -7.189 3.935  C162 1.084
177 H -4.759 -8.271 5.373  C162 1.092
178 C 1.198 7.492 -3.239  O179 1.420, H187 1.087, H188 1.069, H189 1.075
179 O 1.073 6.463 -2.268  C178 1.420, C180 1.440
180 C 1.645 6.771 -0.982  O179 1.440, C181 1.514, H190 1.103, H191 1.095
181 C 1.219 5.635 -0.077  C180 1.514, N182 1.466, H192 1.089, H193 1.108
182 N -0.217 5.340 -0.069  C181 1.466, C183 1.473, H194 1.022
183 C -0.925 6.270 0.828  N182 1.473, C184 1.515, H195 1.115, H196 1.115
184 C -2.412 6.152 0.566  C183 1.515, O185 1.468, H197 1.095, H198 1.096
185 O -2.637 6.781 -0.741  C184 1.468, C186 1.408
186 C -3.968 6.615 -1.168  O185 1.408, H199 1.119, H200 1.090, H201 1.088
187 H 2.181 7.510 -3.701  C178 1.087
188 H 1.002 8.467 -2.845  C178 1.069
189 H 0.523 7.265 -4.044  C178 1.075
190 H 1.253 7.755 -0.676  C180 1.103
191 H 2.730 6.918 -1.013  C180 1.095
192 H 1.554 5.924 0.918  C181 1.089
193 H 1.796 4.737 -0.372  C181 1.108
194 H -0.535 5.482 -1.029  N182 1.022
195 H -0.547 7.316 0.748  C183 1.115
196 H -0.759 5.929 1.876  C183 1.115
197 H -2.853 6.684 1.416  C184 1.095
198 H -2.757 5.111 0.541  C184 1.096
199 H -4.581 7.305 -0.535  C186 1.119
200 H -4.435 5.636 -1.062  C186 1.090
201 H -4.040 6.949 -2.201  C186 1.088
202 C 2.153 -0.575 -8.628  O203 1.385, H211 1.114, H212 1.117, H213 1.090
203 O 3.234 0.012 -7.992  C202 1.385, C204 1.391
204 C 2.911 1.122 -7.218  O203 1.391, C205 1.514, H214 1.112, H215 1.085
205 C 2.361 0.764 -5.853  C204 1.514, N206 1.415, H216 1.116, H217 1.073
206 N 1.869 1.901 -5.169  C205 1.415, C207 1.452, H218 1.013
207 C 1.448 1.522 -3.832  N206 1.452, C208 1.568, H219 1.090, H220 1.083
208 C 0.775 2.758 -3.141  C207 1.568, O209 1.406, H221 1.115, H222 1.079
209 O -0.449 3.042 -3.774  C208 1.406, C210 1.419
210 C -1.210 4.074 -3.169  O209 1.419, H223 1.099, H224 1.122, H225 1.085
211 H 1.800 -0.060 -9.550  C202 1.114
212 H 1.234 -0.632 -7.996  C202 1.117
213 H 2.430 -1.596 -8.888  C202 1.090
214 H 2.129 1.758 -7.687  C204 1.112
215 H 3.844 1.643 -7.029  C204 1.085
216 H 3.183 0.352 -5.221  C205 1.116
217 H 1.641 -0.019 -5.991  C205 1.073
218 H 1.184 2.371 -5.750  N206 1.013
219 H 2.321 1.211 -3.259  C207 1.090
220 H 0.838 0.627 -3.812  C207 1.083
221 H 1.444 3.646 -3.227  C208 1.115
222 H 0.621 2.484 -2.109  C208 1.079
223 H -1.904 4.410 -3.953  C210 1.099
224 H -0.559 4.942 -2.882  C210 1.122
225 H -1.758 3.691 -2.314  C210 1.085
226 C -1.585 -7.347 -4.626  O227 1.400, H235 1.100, H236 1.088, H237 1.078
227 O -0.665 -6.292 -4.593  C226 1.400, C228 1.456
228 C -0.020 -5.918 -5.844  O227 1.456, C229 1.546, H238 1.126, H239 1.100
229 C -0.787 -4.772 -6.543  C228 1.546, N230 1.467, H240 1.076, H241 1.077
230 N -0.715 -3.452 -5.908  C229 1.467, C231 1.454, H242 1.003
231 C -1.348 -3.253 -4.613  N230 1.454, C232 1.497, H243 1.101, H244 1.094
232 C -2.782 -3.679 -4.566  C231 1.497, O233 1.421, H245 1.124, H246 1.103
233 O -3.473 -3.068 -5.647  C232 1.421, C234 1.403
234 C -4.809 -3.495 -5.691  O233 1.403, H247 1.104, H248 1.099, H249 1.096
235 H -1.207 -8.171 -5.248  C226 1.100
236 H -2.585 -7.076 -4.959  C226 1.088
237 H -1.706 -7.693 -3.612  C226 1.078
238 H -0.022 -6.827 -6.509  C228 1.126
239 H 0.997 -5.627 -5.544  C228 1.100
240 H -1.811 -5.102 -6.584  C229 1.076
241 H -0.424 -4.695 -7.554  C229 1.077
242 H -1.033 -2.806 -6.607  N230 1.003
243 H -1.223 -2.188 -4.362  C231 1.101
244 H -0.860 -3.810 -3.808  C231 1.094
245 H -3.242 -3.341 -3.598  C232 1.124
246 H -2.940 -4.766 -4.671  C232 1.103
247 H -4.825 -4.583 -5.877  C234 1.104
248 H -5.267 -2.879 -6.477  C234 1.099
249 H -5.355 -3.286 -4.764  C234 1.096

The calculation puts the HOMO-LUMO gap at 8.942 eV. Its total energy is -4371.95509 Eh. The molar mass comes out at 1335.01 g/mol. The charge is 0. The value obtained for the energy relative to the best compared isomer or geometry (same formula, charge and spin) is 1.6451 eV.

These are the Löwdin partial charges, in e, on atoms 1 to 2:
1. C -0.04
2. C -0.35